C36H47FIN7O7Sn | the ωB97M-V functional and the def2-TZVPD basis

Results
LUMO energy = -6.521 eV
Charge = +2
HOMO-LUMO gap = 5.11 eV
Maximum force = 0.71 eV Å⁻¹

Structure (XYZ):
```
100
Properties=species:S:1:pos:R:3:forces:R:3:mulliken_charge:R:1
I 3.210796 2.902327 -6.369775 0.0 0.0 0.0 0.2650
Sn -0.333211 -0.390576 -0.243780 0.2 0.1 0.7 1.9236
F -0.872272 -4.408637 -6.065342 0.0 0.1 0.0 -0.3484
O -0.057686 -2.427942 -1.524290 -0.1 0.2 -0.3 -0.6218
O 3.028809 2.570222 -3.146227 0.0 0.0 0.0 -0.3834
O 2.006489 0.600973 -3.369607 0.1 0.0 0.0 -0.4760
O 1.850297 -0.991056 -0.024149 0.0 0.0 0.1 -0.4489
O -2.808620 2.741203 -2.481980 0.0 -0.2 0.0 -0.6534
O 2.825973 -2.599390 1.212231 0.1 0.1 0.0 -0.7152
O -1.320415 1.281731 -1.583301 -0.3 -0.1 0.0 -0.6660
N 1.218859 -7.695535 -8.953138 0.0 0.1 0.1 -0.1554
N -2.511249 -1.727605 0.091994 0.0 -0.2 -0.2 0.3379
N 3.110888 -4.856647 -2.300155 0.0 0.0 0.0 0.3131
N 0.422538 0.028995 2.871054 -0.1 -0.4 -0.2 0.9160
N 1.332778 -6.078850 -6.634401 0.1 -0.1 0.1 0.3198
N -1.168832 2.184679 1.654132 0.0 -0.1 -0.3 1.1055
N -2.652206 -1.548405 2.383595 0.0 0.0 0.0 -0.1045
C -0.701029 2.248710 3.035021 0.0 0.0 0.0 -1.3709
C 1.742324 0.622272 2.691797 0.0 0.0 0.1 -0.8746
C 5.437068 -5.307619 -3.068819 0.0 0.0 -0.1 -1.0092
C 4.225162 0.644334 -2.412581 0.0 0.0 0.0 -0.9570
C 0.318053 2.796310 -5.592093 -0.3 0.1 0.2 -0.4215
C 0.558030 -1.282180 3.509265 0.1 0.1 0.1 -0.8958
C 0.796196 -5.537267 -7.869648 0.0 0.0 0.0 -0.5843
C -0.453350 0.884538 3.658860 0.0 0.1 0.0 -1.1933
C -2.957240 -2.241832 -1.069726 0.0 0.1 0.1 -0.0780
C -2.620503 2.058101 1.564303 0.0 0.1 0.1 -1.2118
C 1.725441 -8.257965 -7.647454 0.0 0.0 -0.1 -0.7148
C 2.128513 -4.731544 -3.267289 0.1 0.0 0.0 0.6479
C 2.200914 -5.438548 -4.478384 0.0 -0.1 0.1 -0.9083
C 1.484189 -6.211736 -9.041552 0.0 0.0 0.0 -0.9727
C 0.131003 -4.474845 -5.162525 -0.1 0.0 0.0 0.5642
C 0.663734 2.722831 -2.806840 0.0 0.0 0.0 -0.4834
C -0.722174 3.344466 0.896185 -0.1 0.1 0.1 -1.1542
C -1.732817 2.188828 -2.377717 0.1 0.2 -0.1 -0.4174
C -0.764022 2.759665 -4.676806 0.0 0.2 -0.3 -0.2884
C 0.053747 -3.741296 -4.017759 0.0 0.0 0.1 -0.8040
C -0.595379 2.617927 -3.303077 0.2 -0.1 0.0 0.5611
C 0.983421 -3.058139 -1.818864 0.0 -0.1 0.2 1.1026
C -4.654957 -3.472028 0.028096 0.0 0.0 0.0 -0.3438
C 1.586970 2.882682 -5.116941 0.1 0.0 0.1 -0.3964
C 2.133405 -3.109675 -0.980244 -0.1 0.1 -0.2 -0.4147
C -4.226188 -2.953188 1.221104 0.0 0.0 0.0 -1.0024
C 1.066978 -7.505589 -6.508820 0.0 0.1 0.0 -0.5187
C 1.211578 -5.325854 -5.429683 0.1 0.0 -0.1 -1.4936
C 2.290037 -2.182544 0.201288 0.0 -0.1 -0.2 0.0311
C 1.054070 -3.856393 -3.045598 0.1 0.1 0.0 0.4811
C 3.104125 -4.022544 -1.237934 0.0 -0.3 0.0 -0.1676
C -4.014057 -3.108266 -1.160001 0.0 0.0 0.0 -1.0860
C -3.137233 -2.066711 1.221635 0.0 0.0 -0.1 0.4176
C 4.190157 -5.855030 -2.395711 0.0 0.1 0.0 -1.0857
C 2.985856 1.206331 -3.013815 -0.2 0.1 -0.1 0.8489
C 1.812055 3.101135 -3.654794 0.2 -0.3 0.0 0.1278
H -1.416277 2.790948 3.671283 0.0 0.0 0.0 0.3960
H -1.169431 3.323666 -0.095797 0.0 0.0 0.0 0.1888
H -2.428351 -1.922175 -1.957951 0.0 0.0 0.0 0.4392
H 4.409315 -6.179819 -1.380571 0.0 0.0 0.0 0.4714
H 0.940626 -1.194479 4.538585 0.0 0.0 0.0 0.3480
H 2.563328 -6.082177 -8.996674 0.0 0.0 0.0 0.3670
H -3.131827 2.997988 1.820743 0.0 0.0 0.0 0.3920
H -0.290358 -5.679792 -7.959286 0.0 0.0 0.0 0.4455
H 4.613412 1.308964 -1.644332 0.0 0.0 0.0 0.3638
H -5.492393 -4.157561 0.010248 0.0 0.0 0.0 0.4102
H -4.338086 -3.486911 -2.118004 0.0 0.0 0.0 0.4475
H 0.367176 3.334201 0.801685 0.0 0.0 0.0 0.2690
H -1.402288 0.363136 3.812699 0.0 0.0 0.0 0.4956
H 5.233563 -4.994429 -4.094559 0.0 0.0 0.0 0.2925
H 1.494629 -9.320900 -7.624936 0.0 0.0 0.0 0.3974
H -0.014518 -7.718553 -6.502217 0.0 0.0 0.0 0.2257
H 2.207774 0.868114 3.659253 0.0 0.0 0.0 0.3423
H 4.979160 0.549581 -3.195674 0.0 0.0 0.0 0.3475
H 5.825350 -4.448181 -2.522074 0.0 0.0 0.0 0.3348
H -3.227605 -1.592759 3.206771 0.0 0.0 0.0 0.3006
H 0.989150 -4.468199 -7.922383 0.0 0.0 0.0 0.4826
H 3.999759 -0.333549 -1.994563 0.0 0.0 0.0 0.0894
H -1.014522 4.293460 1.371137 0.0 0.0 0.0 0.3903
H 6.214720 -6.071001 -3.091359 0.0 0.0 0.0 0.3996
H 3.049656 -6.069602 -4.700795 0.0 0.0 0.0 0.6367
H 2.803892 -8.114658 -7.643687 0.0 0.0 0.0 0.3635
H 3.799921 -6.723448 -2.920252 0.0 -0.1 0.0 0.4947
H 1.921196 4.195191 -3.551028 0.0 0.1 0.0 0.5750
H -4.709446 -3.210616 2.153876 0.0 0.0 0.0 0.4146
H -2.916370 1.779923 0.552062 0.0 0.0 0.0 0.1400
H 3.922830 -4.137706 -0.536628 0.0 0.0 0.0 0.5806
H -2.024701 -0.762370 2.321052 0.0 0.0 0.0 -0.4412
H -2.974341 1.294029 2.257637 0.0 0.0 0.0 0.4282
H 1.634549 -8.188198 -9.744545 0.0 0.0 0.0 0.3554
H 0.223709 2.825845 3.056820 0.0 0.0 0.0 0.5470
H -1.781635 2.792265 -5.056751 0.0 -0.1 0.0 0.5400
H 1.258520 -1.893704 2.942179 0.0 0.0 0.0 0.1804
H 1.107488 -5.860125 -9.999637 0.0 0.0 0.0 0.4294
H 1.677061 1.535386 2.098523 0.0 0.0 0.0 0.1305
H -0.786884 -3.085044 -3.834883 0.0 0.0 0.0 0.5785
H 0.208214 -7.849058 -9.005187 0.0 0.0 -0.1 0.3967
H 1.476148 -7.879367 -5.572841 0.0 0.0 0.0 0.4647
H -0.033767 1.050625 4.665644 0.0 0.0 0.0 0.4453
H 0.846063 2.590998 -1.745193 0.0 0.0 0.0 0.6356
H 2.380769 -0.079494 2.162585 0.0 0.0 0.0 0.1999
H -0.405067 -1.788103 3.549540 0.0 0.0 0.0 0.2501
H 0.123887 2.746810 -6.654109 0.0 0.0 0.0 0.4761
```
Forces are in eV/Å.